Entry from the Open Molecules 2025 dataset: an isolated ion of composition C21H28BrN2O3 and charge +1 (ωB97M-V/def2-TZVPD).

Each atom is followed by the atoms it is bonded to, with distances in Å.
Cartesian coordinates (Å):
1 Br -0.391 0.655 2.804  C19 1.890
2 O 0.863 0.393 -1.094  C24 1.218
3 O -0.689 3.235 -1.665  C13 1.352, C27 1.411
4 O 0.564 2.433 0.712  C20 1.349, C25 1.410
5 N 3.032 0.950 -1.410  C14 1.453, C24 1.338, H36 1.008
6 N -3.871 -1.353 -1.078  C8 1.496, C21 1.483, H44 1.027, H52 1.034
7 C 4.333 -1.091 -1.111  C10 1.390, C14 1.508, C26 1.387
8 C -4.322 0.026 -0.712  N6 1.496, C17 1.501, H33 1.091, H37 1.092
9 C 6.440 -2.137 -0.620  C15 1.384, C26 1.385, H29 1.079
10 C 3.865 -1.472 0.141  C7 1.390, C22 1.383, H45 1.081
11 C -2.506 1.703 -1.192  C13 1.388, C17 1.392, H30 1.078
12 C -4.080 -4.461 -0.286  C16 1.528, C18 1.532, H40 1.090, H50 1.091
13 C -1.301 2.318 -0.882  O3 1.352, C11 1.388, C20 1.416
14 C 3.436 -0.300 -2.031  N5 1.453, C7 1.508, H35 1.093, H53 1.093
15 C 5.969 -2.513 0.627  C9 1.384, C22 1.385, H39 1.079
16 C -3.012 -3.825 0.604  C12 1.528, H28 1.087, H34 1.089, H38 1.091
17 C -3.103 0.806 -0.312  C8 1.501, C11 1.392, C23 1.385
18 C -4.361 -3.724 -1.598  C12 1.532, C21 1.526, H42 1.093, H54 1.090
19 C -1.281 1.098 1.197  Br1 1.890, C20 1.392, C23 1.382
20 C -0.634 1.957 0.312  O4 1.349, C13 1.416, C19 1.392
21 C -4.940 -2.323 -1.417  N6 1.483, C18 1.526, H43 1.092, H51 1.092
22 C 4.680 -2.178 1.007  C10 1.383, C15 1.385, H48 1.080
23 C -2.505 0.526 0.906  C17 1.385, C19 1.382, H49 1.079
24 C 1.795 1.163 -0.943  O2 1.218, N5 1.338, C25 1.536
25 C 1.619 2.507 -0.220  O4 1.410, C24 1.536, H46 1.097, H47 1.092
26 C 5.627 -1.424 -1.484  C7 1.387, C9 1.385, H55 1.081
27 C -1.288 3.612 -2.886  O3 1.411, H31 1.088, H32 1.093, H41 1.094
28 H -2.713 -4.539 1.367  C16 1.087
29 H 7.444 -2.396 -0.920  C9 1.079
30 H -3.002 1.932 -2.122  C11 1.078
31 H -0.631 4.368 -3.311  C27 1.088
32 H -2.279 4.045 -2.727  C27 1.093
33 H -4.828 0.472 -1.569  C8 1.091
34 H -2.117 -3.572 0.037  C16 1.089
35 H 3.945 -0.083 -2.973  C14 1.093
36 H 3.771 1.598 -1.184  N5 1.008
37 H -5.029 -0.060 0.115  C8 1.092
38 H -3.385 -2.951 1.141  C16 1.091
39 H 6.606 -3.065 1.301  C15 1.079
40 H -3.755 -5.469 -0.544  C12 1.090
41 H -1.356 2.764 -3.574  C27 1.094
42 H -3.449 -3.670 -2.198  C18 1.093
43 H -5.434 -1.985 -2.330  C21 1.092
44 H -3.208 -1.278 -1.859  N6 1.027
45 H 2.857 -1.213 0.435  C10 1.081
46 H 1.445 3.291 -0.967  C25 1.097
47 H 2.500 2.756 0.375  C25 1.092
48 H 4.308 -2.469 1.978  C22 1.080
49 H -2.962 -0.136 1.625  C23 1.079
50 H -5.008 -4.558 0.279  C12 1.091
51 H -5.672 -2.322 -0.607  C21 1.092
52 H -3.336 -1.739 -0.281  N6 1.034
53 H 2.516 -0.854 -2.237  C14 1.093
54 H -5.082 -4.313 -2.166  C18 1.090
55 H 5.998 -1.130 -2.455  C26 1.081

Calculated values
LUMO energy = -2.46 eV
Total charge = +1
Structure (SMILES) = CCCC[NH2+]Cc1cc(Br)c(OCC(=O)NCc2ccccc2)c(OC)c1
Energy relative to the best compared isomer or geometry (same formula, charge and spin) = 5.15 kJ/mol
Multiplicity = 1

Here are the Mulliken charges for atoms 1 to 8, given in e:
1. Br -0.13
2. O -0.64
3. O -0.41
4. O -0.52
5. N -0.14
6. N 0.18
7. C 0.65
8. C -1.19